Density functional theory data (ωB97M-V/def2-TZVPD) for a cluster of 2 separate species, C4H12N2O2 in total in a non-equilibrium geometry.

E_HOMO, eV: -9.37
Structure (SMILES): CN(C=O)CCN.O
Lowest unoccupied orbital energy, eV: 0.8
Electronic energy, eV: -11417.267

Geometry as XYZ:
```
20
Properties=species:S:1:pos:R:3:forces:R:3:nbo_charge:R:1
O 2.28441 1.93184 0.13592 -0.4 -0.4 0.0 -0.9760
O 2.25400 -0.73842 -0.48767 -0.4 -0.5 -0.4 -0.6406
N 0.12829 -1.08729 0.29376 0.6 -0.1 -1.7 -0.4340
N -0.86516 1.07445 -1.25029 -0.3 -1.2 -1.0 -0.8487
C -1.77832 0.35325 -0.39567 -0.8 2.1 2.3 -0.2600
C 1.09665 -1.06630 -0.70015 -0.7 0.3 1.8 0.5571
C -1.26330 -1.07007 -0.15389 0.4 0.9 0.7 -0.2197
C 0.43806 -0.62197 1.62019 0.6 0.6 0.6 -0.4338
H -0.47567 -0.62972 2.21706 0.2 -0.2 0.1 0.2024
H -1.25938 -1.55853 -1.13794 -0.5 -0.5 0.6 0.2018
H 0.84009 0.40139 1.65184 -0.4 0.0 -0.3 0.2212
H -1.92565 0.98819 0.52477 1.4 -0.9 0.1 0.1963
H -1.82958 -1.50625 0.68417 -0.3 -0.4 -0.9 0.2122
H 2.01267 1.00356 -0.08221 0.8 1.0 0.2 0.4897
H 3.12554 1.86511 0.60395 -0.2 -0.2 -0.2 0.4649
H 0.68998 -1.37129 -1.67563 0.3 -0.1 0.0 0.1197
H 1.24848 -1.19214 2.09531 -0.5 -0.3 -0.2 0.2194
H -2.87925 0.43526 -0.51692 0.2 -0.9 -1.6 0.1858
H -0.85318 2.08060 -1.23414 -0.3 0.0 0.1 0.3896
H -0.98867 0.70830 -2.19247 0.3 0.6 0.0 0.3525
```
Positions in Å, forces in eV/Å.

=====

Density functional theory data (ωB97M-V/def2-TZVPD) for a structure of composition C14H9Cl5FeI2O4SYb in a non-equilibrium geometry.

Charge: +4
E_HOMO (spin up / spin down), eV: -21.41 / -21.26
2S+1: 7
Lowest unoccupied orbital energy (spin up / spin down), eV: -14.5 / -16.5
Electronic energy, eV: -178369.672

Geometry as XYZ:
```
37
Properties=species:S:1:pos:R:3:forces:R:3:mulliken_spin:R:1
Yb -0.39098 0.48421 1.95385 -0.5 0.2 -0.7 1.0059
I -2.79888 1.93720 2.64407 0.2 0.2 -0.3 0.6189
I -2.14149 3.27017 -0.72134 -0.1 -0.3 0.6 1.1838
Fe 0.32201 1.09886 -1.18391 -0.6 -1.6 -0.7 2.1564
Cl 4.55381 3.53102 -1.55658 -0.7 -0.6 1.0 0.0587
Cl 4.29654 1.90986 3.63303 0.1 0.2 -0.7 0.0827
Cl 1.50257 2.90134 -1.86280 0.6 0.6 0.4 0.0071
Cl 1.23297 1.98361 3.51459 0.1 0.3 -0.5 -0.0006
Cl 6.02126 2.44426 1.03791 -1.3 0.4 0.0 0.2685
S -1.55885 0.18404 -0.52551 0.0 -0.3 1.5 0.0276
O -0.04794 -0.95648 -3.69716 1.8 2.5 4.7 0.0071
O 2.26641 -1.65544 3.67693 -4.5 4.5 -2.5 -0.0005
O 3.00972 0.30539 -3.16564 -3.5 -1.3 4.0 -0.0038
O -0.33296 -3.17108 2.74846 -1.1 4.5 -1.2 0.0004
C 4.33486 2.55922 0.98397 2.1 -0.6 -0.5 0.1962
C 3.66913 2.85139 -0.24398 -0.3 0.8 -1.4 0.0855
C -3.46046 -1.66879 0.33960 0.4 0.7 0.2 0.0047
C 1.57859 2.01967 0.75623 -1.5 -0.2 -0.2 0.2255
C -0.54323 -2.07216 2.47021 0.3 -4.9 1.0 -0.0049
C 0.23049 -0.36765 -2.72809 -3.5 -1.7 -4.8 -0.0158
C 2.27142 0.08514 -2.28738 5.7 1.3 -3.6 0.0232
C 2.17417 2.08436 2.01147 1.3 -0.1 -0.1 -0.0047
C 3.57907 2.19072 2.11778 -1.3 -0.1 2.2 0.1345
C 1.48398 -0.90088 3.22948 5.1 -4.5 2.5 0.0000
C 2.30112 2.56623 -0.30682 1.6 0.5 -0.6 -0.0365
C -3.41268 -1.35704 -2.15343 0.2 0.7 -0.2 0.0067
C -2.57103 -1.56036 -0.89815 -0.9 -0.8 -0.4 -0.0089
C -1.57287 -2.68712 -1.04936 0.5 0.3 0.2 -0.0214
H -2.14259 -3.60749 -1.26222 0.2 0.3 0.0 0.0151
H -2.87537 -1.86489 1.25217 -0.2 -0.1 -0.2 0.0046
H -4.01462 -0.73049 0.51099 0.0 -0.5 -0.2 -0.0053
H -4.08519 -2.22898 -2.26685 0.3 0.3 0.1 -0.0017
H -4.17307 -2.49449 0.18616 0.2 0.3 0.0 -0.0029
H -4.03197 -0.44667 -2.08713 0.1 -0.4 0.0 -0.0027
H -0.87752 -2.50649 -1.88365 -0.4 -0.3 0.3 -0.0009
H -2.79749 -1.27925 -3.06304 -0.2 -0.1 0.3 -0.0011
H -0.99894 -2.85094 -0.12388 -0.1 -0.1 -0.3 -0.0011
```
Positions in Å, forces in eV/Å.

=====

Density functional theory data (ωB97M-V/def2-TZVPD) for a structure of composition C34H29AlCl4IN7O3S2.

Charge: +1
E_HOMO (spin up / spin down), eV: -7.86 / -9.84
2S+1: 2
Lowest unoccupied orbital energy (spin up / spin down), eV: -3.1 / -3.1
Electronic energy, eV: -138757.501

Geometry as XYZ:
```
81
Properties=species:S:1:pos:R:3:forces:R:3:mulliken_spin:R:1
I 4.24816 2.04353 3.05990 0.0 0.0 0.2 0.0031
Cl -8.80154 2.61572 2.29317 0.0 0.0 0.0 0.0000
Cl 0.43795 5.88343 1.27496 0.0 0.0 0.0 0.0056
Cl -2.23589 -1.63655 -3.76042 0.1 0.1 0.1 0.0000
Cl -6.88762 -2.37533 2.17075 0.0 0.0 0.0 0.0000
S -4.17045 0.59324 -4.16114 0.0 0.1 0.0 -0.0003
S 6.04118 2.73036 -0.88484 0.0 0.1 0.1 0.0002
Al 1.26293 -0.53329 0.08024 -0.3 0.1 0.2 -0.0056
O 2.20118 0.28892 1.28192 0.1 0.0 0.2 0.0066
O -4.94583 -2.26073 -0.19590 0.0 0.0 -0.1 -0.0018
O 2.13810 -1.70872 -0.90138 -0.1 -0.3 -0.2 -0.0075
N -2.25549 -2.02747 1.27144 -0.1 -0.2 0.2 -0.0024
N 0.32634 0.97584 -0.37712 0.2 0.1 -0.2 0.1466
N 3.34037 -2.27856 -0.76243 0.0 0.2 0.0 0.0018
N 5.63550 0.37918 -0.02657 -0.1 -0.1 -0.1 0.0021
N -0.19209 -1.65595 0.66823 0.2 -0.3 -0.4 0.0006
N 4.51124 0.68845 -0.76931 0.2 0.0 0.1 -0.0007
N 3.60754 2.42974 -2.05065 0.1 -0.1 -0.1 0.0004
C -1.80607 -3.18800 0.67506 0.0 0.1 -0.1 -0.0002
C 2.50935 2.56316 2.06141 0.1 0.0 -0.1 0.0754
C 1.87274 1.60841 1.29578 -0.1 -0.2 -0.1 0.0094
C -4.44697 -1.17157 0.56112 0.0 -0.1 0.0 -0.0832
C -7.68112 0.17406 2.11503 0.0 0.0 0.0 0.0000
C 7.79316 1.28221 0.79517 -0.1 0.0 0.0 0.0015
C -1.27539 2.54048 -1.24823 0.0 0.1 0.1 -0.1578
C -5.45437 1.09450 0.77206 0.0 0.1 0.0 -0.0061
C -0.73976 1.28209 -1.21227 0.0 0.0 0.1 0.4189
C 5.16424 -2.96322 0.54060 0.0 0.1 0.0 0.0000
C -5.60748 0.68454 -3.23540 0.0 0.0 0.0 0.0006
C -6.68320 -0.70576 1.72886 -0.1 0.0 0.1 -0.0004
C -5.70494 -0.33074 -2.33878 0.0 0.0 0.0 -0.0023
C -3.68596 -0.81755 -3.32126 0.0 0.0 0.0 0.0032
C -6.43263 1.99655 1.15488 0.0 0.0 0.0 0.0022
C 0.98050 4.23258 1.25261 0.0 0.0 0.1 0.0209
C 4.57944 1.88801 -1.26386 -0.1 0.0 0.0 -0.0005
C -4.58025 -1.21179 -2.37419 -0.1 0.0 0.0 0.0012
C 5.07286 -3.47830 -1.79196 -0.1 0.0 -0.1 -0.0004
C 2.05162 3.87936 2.05004 0.0 0.1 -0.1 -0.0183
C 3.95986 -2.30346 0.42560 0.0 0.1 0.0 -0.0012
C 3.86553 -2.82470 -1.86827 0.1 0.0 0.0 0.0005
C -4.41620 -2.42344 -1.50700 -0.1 0.0 0.0 -0.0027
C 0.33803 3.31025 0.40600 -0.1 0.0 -0.1 -0.0922
C -7.54968 1.52076 1.81924 0.0 0.0 0.0 0.0002
C -5.55815 -0.26721 1.03910 0.0 0.0 -0.1 -0.0019
C 6.50912 1.32111 0.02338 -0.1 -0.1 0.0 -0.0013
C -0.52887 -2.94600 0.28682 0.0 0.1 0.2 0.0026
C 8.10011 -0.08896 1.38103 0.0 0.0 0.0 0.0000
C 5.72626 -3.56186 -0.57181 0.1 0.0 0.0 0.0003
C -0.76544 3.58378 -0.46248 0.0 0.0 0.0 0.4970
C -1.26629 -1.14126 1.24724 0.0 0.1 0.1 0.0082
C 0.83603 1.99975 0.43851 -0.1 0.0 0.0 0.0878
C -3.61642 -1.72925 1.72210 0.0 -0.1 0.0 -0.0086
H 3.27834 -2.71245 -2.76575 0.0 0.0 0.0 0.0002
H 5.65620 -2.97079 1.50017 0.0 0.0 0.0 0.0000
H -3.78930 -0.55564 -0.06304 0.0 0.0 0.0 0.0853
H -2.44174 -4.04899 0.56378 0.0 0.0 0.0 0.0003
H -6.30971 1.48294 -3.41517 0.0 0.0 0.0 0.0000
H -4.97201 -3.26526 -1.92113 0.0 0.0 0.0 0.0003
H -8.54847 -0.18874 2.64768 0.0 0.0 0.0 0.0000
H -1.19464 4.57258 -0.49785 0.0 0.0 0.0 0.0355
H 7.34069 -0.37624 2.10737 0.0 0.0 0.0 -0.0002
H 3.59160 3.42339 -2.19183 0.0 0.0 0.1 0.0003
H 9.06721 -0.07240 1.88208 0.0 0.0 0.0 0.0001
H -4.58557 1.45761 0.23343 0.0 0.0 0.0 0.0098
H 8.60666 1.61328 0.14681 0.0 0.0 0.0 0.0001
H -1.33825 -0.14128 1.64638 0.0 0.0 -0.1 0.0010
H -3.55456 -1.02110 2.54648 0.0 0.0 0.0 0.0029
H 3.48210 -1.76924 1.23592 0.0 0.0 0.0 -0.0002
H -1.11366 0.47930 -1.83199 0.0 -0.1 0.0 -0.0334
H -6.33917 3.04955 0.93007 0.0 0.0 0.0 0.0003
H -6.54135 -0.46543 -1.66760 0.0 0.0 0.0 -0.0004
H -3.36054 -2.70902 -1.47243 0.0 0.0 0.0 0.0014
H 0.16653 -3.58885 -0.22226 0.0 0.0 0.0 -0.0002
H 6.67192 -4.08053 -0.49463 0.0 0.0 0.0 0.0000
H -4.07613 -2.64775 2.07864 0.0 0.0 0.1 -0.0003
H 8.12777 -0.84728 0.59948 0.0 0.0 0.0 0.0000
H 2.54255 4.63265 2.64963 0.0 0.0 0.0 0.0019
H 2.71371 1.96793 -2.03138 -0.1 0.0 0.0 -0.0014
H -2.11070 2.72109 -1.91304 0.0 0.0 0.0 -0.0046
H 5.48524 -3.91719 -2.68847 0.0 0.0 0.0 0.0000
H 7.72406 2.01751 1.60168 0.0 0.0 0.0 -0.0003
```
Positions in Å, forces in eV/Å.

=====

> Which formula does entry 2 have?

C14H9Cl5FeI2O4SYb

=====

> The highest electronic energy belongs to which entry?

C4H12N2O2

=====

> Look up the electronic energy of the third one.

-138757.501 eV